(1)
Density functional theory data (ωB97M-V/def2-TZVPD) for a single C6H8 molecule.

The value obtained for the calculated total energy is -6347.7175 eV. The value obtained for the energy relative to the best compared isomer or geometry (same formula, charge and spin) is 3.066 eV. The structure (SMILES) is C#C[C@H](C)C=C. Its HOMO energy is -9.56 eV. The HOMO-LUMO gap comes out at 10.7 eV.

```
! wB97M-V def2-TZVPD RIJCOSX def2/J DEFGRID3
* xyz 0 1
C -2.280 -1.304 -0.156
C -1.283 -0.700 0.107
C -0.120 0.170 0.354
C -0.550 1.571 -0.025
C 1.083 -0.186 -0.535
C 2.018 -1.016 0.146
H -3.141 -1.880 -0.182
H 0.150 0.193 1.381
H -1.096 2.092 0.908
H -1.321 1.430 -0.945
H 0.460 2.071 -0.267
H 1.032 0.033 -1.593
H 2.927 -1.197 -0.431
H 2.122 -1.277 1.238
*
```


(2)
Density functional theory data (ωB97M-V/def2-TZVPD) for a single C6H8Br2N2 molecule.

The value obtained for the calculated total energy is -149412.5248 eV. The value obtained for the energy relative to the best compared isomer or geometry (same formula, charge and spin) is 1.561 eV. The structure (SMILES) is NN/C(Br)=C/C=C\C=C\Br. Its HOMO energy is -7.76 eV. The HOMO-LUMO gap comes out at 7.5 eV.

```
! wB97M-V def2-TZVPD RIJCOSX def2/J DEFGRID3
* xyz 0 1
N -0.740 2.783 2.189
N -0.641 1.435 1.650
C -0.564 0.791 0.407
Br -0.055 1.833 -1.189
C -1.245 -0.324 0.071
C -1.197 -0.994 -1.221
C -0.066 -1.403 -1.938
C 1.246 -1.236 -1.484
C 1.686 -0.831 -0.268
Br 3.512 0.062 -0.081
H 0.171 3.332 2.122
H -1.442 3.336 1.649
H -0.435 0.796 2.375
H -1.883 -0.795 0.797
H -2.167 -1.282 -1.531
H -0.317 -1.958 -2.855
H 1.938 -1.308 -2.251
H 1.199 -0.776 0.716
*
```


(3)
Density functional theory data (ωB97M-V/def2-TZVPD) for a gas-phase ion, C6H8Br2N3 (charge +1).

The value obtained for the calculated total energy is -150895.5175 eV. The value obtained for the energy relative to the best compared isomer or geometry (same formula, charge and spin) is 0.000 eV. The structure (SMILES) is C[N+]1(C2CC2)N=C(Br)C(Br)=N1. Its HOMO energy is -14.55 eV. The HOMO-LUMO gap comes out at 9.2 eV.

```
! wB97M-V def2-TZVPD RIJCOSX def2/J DEFGRID3
* xyz 1 1
C 1.718 -0.986 -0.323
N 1.026 -0.226 0.813
C -0.048 0.765 0.341
C -1.170 0.080 -0.364
C -1.335 0.774 1.055
N 2.000 0.405 1.576
C 1.922 -0.193 2.839
Br 2.858 0.278 4.230
C 0.838 -1.193 2.793
Br 0.370 -2.389 4.115
N 0.338 -1.250 1.586
H 2.235 -1.899 0.158
H 0.800 -1.193 -0.935
H 2.353 -0.290 -0.978
H 0.566 1.573 0.023
H -1.186 -1.074 -0.283
H -1.525 0.749 -1.182
H -1.766 1.677 0.929
H -1.604 0.134 1.938
*
```


(4)
Density functional theory data (ωB97M-V/def2-TZVPD) for 2 unconnected molecules or ions with the total composition C6H8BrF.

The value obtained for the calculated total energy is -79106.7765 eV. The value obtained for the energy relative to the best compared isomer or geometry (same formula, charge and spin) is 1.974 eV. Its HOMO energy is -9.42 eV. The HOMO-LUMO gap comes out at 9.6 eV.

```
! wB97M-V def2-TZVPD RIJCOSX def2/J DEFGRID3
* xyz 0 1
C 0.128 -0.576 0.073
C 0.910 0.343 0.021
C -1.911 -0.658 1.257
C 3.221 2.054 -0.224
C -1.148 -1.282 0.147
C 2.887 0.703 0.465
F 2.879 0.743 1.793
Br 3.762 -0.811 -0.277
H -1.344 -0.713 2.150
H -2.856 -1.066 1.253
H -1.887 0.334 0.951
H 3.537 2.084 -1.209
H 4.047 2.322 0.386
H 2.301 2.710 -0.216
H -0.982 -2.324 0.269
H -1.634 -1.164 -0.815
*
```


(5)
Density functional theory data (ωB97M-V/def2-TZVPD) for a gas-phase ion, C6H8Cl2O2P (charge -1).

The value obtained for the calculated total energy is -44778.2547 eV. Its HOMO energy (spin up / spin down) is -4.61 / -4.40 eV. The HOMO-LUMO gap (spin up / spin down) comes out at 6.9 / 7.0 eV.

```
! wB97M-V def2-TZVPD RIJCOSX def2/J DEFGRID3
* xyz -1 1
C -0.247 -0.901 1.508
C -0.124 -2.199 -1.056
C -0.297 0.416 0.861
C 0.710 0.748 -0.107
C 1.015 1.153 1.171
C 0.649 1.378 -1.396
O -2.309 -0.924 -0.253
O -1.747 -3.113 0.937
P -1.289 -1.930 0.147
Cl 1.073 3.050 1.516
Cl 2.266 0.471 2.221
H 0.834 -1.197 1.450
H -0.807 -1.030 2.350
H 0.295 -1.252 -1.427
H 0.656 -2.935 -0.954
H -1.334 0.768 0.912
H 1.500 1.201 -1.978
H 0.582 2.476 -1.274
H -0.175 0.977 -1.982
*
```


(6)
Density functional theory data (ωB97M-V/def2-TZVPD) for a molecular structure, C6H8Cl4N2O2.

The value obtained for the calculated total energy is -63514.7228 eV. The value obtained for the energy relative to the best compared isomer or geometry (same formula, charge and spin) is 0.137 eV. Its HOMO energy is -9.57 eV. The HOMO-LUMO gap comes out at 9.8 eV.

```
! wB97M-V def2-TZVPD RIJCOSX def2/J DEFGRID3
* xyz 0 1
C -1.136 1.395 0.564
C 3.420 0.487 0.193
C -2.477 1.564 -0.029
C 1.348 -0.800 0.616
C 4.233 -0.774 0.444
C 1.131 1.791 -0.413
N -0.176 1.503 -0.518
N 2.087 0.339 0.249
O -0.779 1.088 1.684
O 4.025 1.493 -0.058
Cl 4.588 -1.478 -1.152
Cl 5.918 -0.314 1.137
Cl 1.859 1.944 -1.973
Cl 1.411 3.037 0.772
H -2.407 1.684 -1.043
H -3.159 0.817 0.244
H -2.993 2.507 0.384
H 1.325 -1.107 1.602
H 0.377 -0.359 0.382
H 1.579 -1.605 -0.104
H 3.738 -1.475 1.136
H -0.640 1.675 -1.360
*
```


Question: What is the calculated total energy in the sixth record?
Answer: -63514.7228 eV


Question: What is the calculated total energy in the third record?
Answer: -150895.5175 eV


Repeat the first record exactly.
Density functional theory data (ωB97M-V/def2-TZVPD) for a single C6H8 molecule.

The value obtained for the calculated total energy is -6347.7175 eV. The value obtained for the energy relative to the best compared isomer or geometry (same formula, charge and spin) is 3.066 eV. The structure (SMILES) is C#C[C@H](C)C=C. Its HOMO energy is -9.56 eV. The HOMO-LUMO gap comes out at 10.7 eV.

```
! wB97M-V def2-TZVPD RIJCOSX def2/J DEFGRID3
* xyz 0 1
C -2.280 -1.304 -0.156
C -1.283 -0.700 0.107
C -0.120 0.170 0.354
C -0.550 1.571 -0.025
C 1.083 -0.186 -0.535
C 2.018 -1.016 0.146
H -3.141 -1.880 -0.182
H 0.150 0.193 1.381
H -1.096 2.092 0.908
H -1.321 1.430 -0.945
H 0.460 2.071 -0.267
H 1.032 0.033 -1.593
H 2.927 -1.197 -0.431
H 2.122 -1.277 1.238
*
```


Question: Which of these has the lowest calculated total energy?
Answer: C6H8Br2N3